# 1
Molecular formula: C31H27F3N6P2ReSSe2
Method: DFT, wB97M-V/def2-TZVPD

Multiplicity: 2
LUMO (spin up / spin down), eV: -6.39 / -8.00
HOMO (spin up / spin down), eV: -13.117 / -13.101
Gap between HOMO and LUMO (spin up / spin down), eV: 6.7223 / 5.1058
<S²>: 0.75
Net charge: +2

Last column: Löwdin charge in e.
Atoms and positions in Å:
Re -2.895 -1.057 -1.152  1.0133
Se 4.015 -0.266 -1.736  0.6719
P 2.662 1.113 -0.672  0.7107
C 2.733 2.776 -1.292  -0.3810
C 3.801 3.224 -2.061  -0.0791
C 3.844 4.555 -2.453  -0.0445
C 2.833 5.423 -2.076  -0.0382
C 1.764 4.973 -1.308  -0.0462
C 1.708 3.650 -0.915  -0.0900
C 3.183 1.032 1.031  -0.3539
C 3.546 -0.201 1.587  -0.1165
C 4.040 -0.250 2.878  -0.0545
C 4.170 0.919 3.616  -0.0431
C 3.811 2.142 3.066  -0.0435
C 3.331 2.208 1.768  -0.0492
C 0.997 0.564 -0.995  -0.4244
C 0.012 -0.202 -0.382  -0.4168
N -0.993 -0.277 -1.275  -0.2334
N -0.625 0.346 -2.396  -0.0200
N 0.561 0.859 -2.240  0.0371
P -0.268 -0.958 1.197  0.7837
Se -2.400 -1.700 1.078  0.5307
C 0.800 -2.367 1.421  -0.3719
C 1.587 -2.832 0.369  -0.1010
C 2.348 -3.979 0.537  -0.0518
C 2.317 -4.665 1.742  -0.0388
C 1.509 -4.219 2.782  -0.0423
C 0.742 -3.078 2.623  -0.0896
C -0.110 0.291 2.462  -0.3505
C 0.590 0.110 3.651  -0.0763
C 0.578 1.113 4.609  -0.0542
C -0.125 2.286 4.380  -0.0421
C -0.821 2.471 3.191  -0.0444
C -0.821 1.475 2.231  -0.0803
H 4.591 2.549 -2.363  0.0756
H 4.668 4.909 -3.057  0.1192
H 2.872 6.459 -2.384  0.1196
H 0.973 5.653 -1.025  0.1175
H 0.864 3.294 -0.335  0.1108
H 3.464 -1.113 1.011  0.0636
H 4.337 -1.198 3.305  0.1203
H 4.566 0.879 4.621  0.1214
H 3.926 3.050 3.640  0.1213
H 3.087 3.169 1.333  0.1094
H 1.611 -2.304 -0.576  0.0884
H 2.964 -4.339 -0.276  0.1178
H 2.911 -5.558 1.869  0.1199
H 1.467 -4.767 3.712  0.1204
H 0.085 -2.764 3.424  0.1149
H 1.159 -0.791 3.828  0.0960
H 1.117 0.976 5.535  0.1189
H -0.135 3.062 5.133  0.1190
H -1.372 3.385 3.019  0.1192
H -1.384 1.614 1.314  0.0924
F -4.420 1.207 -1.816  0.0616
C -3.684 0.837 -0.739  -0.7116
F -4.488 0.882 0.328  0.0669
F -2.774 1.829 -0.565  0.0403
C -6.530 -4.284 -2.588  -0.0751
C -6.684 -2.947 -3.313  -0.2171
C -5.366 -2.268 -3.517  -0.5367
N -4.575 -1.883 -2.586  -0.0379
N -3.420 -1.288 -3.071  -0.2041
C -3.340 -1.222 -4.394  -0.6334
N -2.310 -0.651 -4.990  0.1751
S -4.731 -1.925 -5.121  1.2015
H -7.509 -4.736 -2.448  0.0866
H -6.076 -4.144 -1.608  0.0765
H -5.915 -4.975 -3.162  0.0842
H -7.315 -2.264 -2.739  0.1309
H -7.166 -3.084 -4.281  0.1118
H -1.614 -0.205 -4.396  0.0937
H -2.275 -0.524 -5.987  0.1312



# 2
Molecular formula: C31H27F6HoN7O2P
Method: DFT, wB97M-V/def2-TZVPD

Multiplicity: 6
LUMO (spin up / spin down), eV: -10.37 / -13.13
HOMO (spin up / spin down), eV: -17.114 / -17.113
Gap between HOMO and LUMO (spin up / spin down), eV: 6.7386 / 3.9826
<S²>: 8.78
Net charge: +3

Last column: Löwdin charge in e.
Atoms and positions in Å:
Ho -0.470 -0.374 -0.117  1.6633
C 2.698 0.460 -1.335  -0.1431
C 2.756 1.084 0.062  -0.0995
C 2.740 0.040 1.137  -0.2677
C 3.881 -0.227 1.884  0.0246
C 3.871 -1.252 2.813  0.0028
C 2.710 -1.995 2.975  -0.0146
C 1.616 -1.661 2.202  -0.1452
N 1.608 -0.671 1.294  -0.0035
N 1.310 0.426 -1.875  -0.2240
C 1.266 -0.547 -2.992  -0.1189
C 1.292 -1.968 -2.498  -0.2650
C 1.612 -3.004 -3.362  0.0264
C 1.633 -4.299 -2.876  0.0076
C 1.354 -4.507 -1.530  -0.0098
C 1.043 -3.419 -0.748  -0.1182
N 0.997 -2.154 -1.207  -0.0049
C 1.015 1.766 -2.429  -0.1202
C -0.453 2.066 -2.493  -0.2635
C -1.002 2.743 -3.570  0.0282
C -2.333 3.128 -3.518  0.0121
C -3.062 2.830 -2.376  -0.0052
C -2.444 2.134 -1.358  -0.1267
N -1.162 1.735 -1.400  -0.0197
H 3.076 -0.564 -1.307  0.1357
H 3.335 1.016 -2.033  0.1447
H 1.907 1.765 0.190  0.0850
H 3.649 1.702 0.167  0.1366
H 4.770 0.364 1.725  0.1330
H 4.756 -1.471 3.395  0.1341
H 2.653 -2.812 3.676  0.1246
H 0.700 -2.233 2.304  0.0885
H 2.122 -0.374 -3.658  0.1517
H 0.364 -0.366 -3.585  0.1408
H 1.844 -2.796 -4.396  0.1366
H 1.871 -5.127 -3.528  0.1337
H 1.377 -5.496 -1.100  0.1260
H 0.819 -3.550 0.305  0.1023
H 1.480 1.888 -3.413  0.1466
H 1.486 2.516 -1.784  0.1331
H -0.388 2.973 -4.430  0.1347
H -2.787 3.653 -4.346  0.1345
H -4.099 3.118 -2.286  0.1291
H -3.002 1.870 -0.468  0.1116
O -2.798 3.079 6.852  0.1772
N -1.869 3.288 6.121  -0.3286
O -1.071 4.187 6.185  0.1640
C -1.734 2.302 5.019  0.0424
C -2.224 1.021 5.360  0.1776
C -2.150 -0.028 4.450  -0.0936
C -2.628 -1.323 4.764  0.0965
C -2.519 -2.313 3.814  0.0418
C -1.926 -2.002 2.595  -0.0380
N -1.445 -0.782 2.267  0.0546
C -1.572 0.190 3.166  -0.0989
C -1.106 1.547 2.804  -0.0926
N -0.637 1.712 1.567  0.0815
C -0.261 2.953 1.210  -0.0540
C -0.320 4.055 2.046  0.0387
C -0.786 3.907 3.331  0.1026
C -1.201 2.611 3.756  -0.0295
H -2.645 0.899 6.350  0.1605
H -3.075 -1.510 5.730  0.1536
H -2.880 -3.315 3.988  0.1429
H -1.837 -2.759 1.826  0.1228
H 0.078 3.048 0.189  0.1048
H -0.005 5.021 1.679  0.1424
H -0.847 4.746 4.003  0.1358
F -1.421 -0.939 -2.052  -0.2357
P -2.781 -1.761 -1.426  0.2709
F -2.742 -0.469 -0.270  -0.2699
F -3.714 -0.922 -2.340  -0.0271
F -2.535 -2.936 -2.406  -0.0214
F -1.605 -2.381 -0.338  -0.2597
F -3.903 -2.446 -0.587  -0.0403



| no. | electronic energy (Ha) |
| --- | --- |
| 1 | -7787.14465 |
| 2 | -3619.26436 |